No. 1
Formula: C46H42BBrCdCl3N9O2S2
Source: OMol25
Level of theory: wB97M-V/def2-TZVPD

Results
LUMO   0.32 eV
E_HOMO   -7.849 eV
Gap between HOMO and LUMO   8.17 eV

The geometry in XYZ format:
```
107
C46H42BBrCdCl3N9O2S2, DFT wB97M-V/def2-TZVPD
Cd 0.283 -0.229 -0.023
C 4.988 -2.379 -1.638
C 3.766 -2.383 -0.782
C 3.541 -3.106 0.367
C 2.250 -2.757 0.797
N 1.740 -1.862 -0.058
N 2.662 -1.649 -1.024
B 2.471 -0.636 -2.183
N 2.549 0.822 -1.672
N 1.552 1.351 -0.945
C 1.837 2.636 -0.741
C 3.075 2.930 -1.345
C 3.494 1.753 -1.922
C 4.727 1.516 -2.727
C 0.897 3.576 -0.136
C 1.071 4.903 -0.260
C 0.130 5.993 -0.033
C -0.998 6.200 0.662
C -1.760 5.440 1.729
C -0.364 3.132 0.535
N 1.095 -0.826 -2.872
N -0.090 -0.690 -2.229
C -1.052 -0.911 -3.126
C -0.470 -1.234 -4.363
C 0.892 -1.156 -4.164
C 1.977 -1.396 -5.160
C -2.488 -0.819 -2.842
C -2.977 0.096 -1.911
C -4.334 0.171 -1.644
C -5.224 -0.654 -2.316
C -4.749 -1.542 -3.271
C -3.391 -1.625 -3.533
C 1.552 -3.302 1.972
C 2.173 -4.277 2.753
C 1.555 -4.780 3.885
C 0.296 -4.330 4.257
C -0.338 -3.376 3.477
C 0.279 -2.876 2.345
H 5.714 -3.082 -1.235
H 4.758 -2.661 -2.666
H 5.441 -1.388 -1.653
H 4.235 -3.782 0.835
H 3.325 -0.814 -2.990
H 3.599 3.870 -1.355
H 5.295 2.441 -2.789
H 5.360 0.754 -2.272
H 4.478 1.187 -3.736
H 1.981 5.226 -0.751
H 0.393 6.847 -0.653
H -1.479 7.153 0.456
H -2.139 6.205 2.409
H -1.552 1.455 0.893
H -0.977 -1.423 -5.295
H 1.531 -1.650 -6.119
H 2.595 -0.506 -5.291
H 2.628 -2.213 -4.847
H -2.277 0.762 -1.423
H -4.704 0.881 -0.913
H -6.284 -0.601 -2.100
H -5.440 -2.177 -3.811
H -3.028 -2.330 -4.270
H 3.157 -4.641 2.486
H 2.060 -5.528 4.483
H -0.180 -4.717 5.149
H -1.322 -3.015 3.757
H -0.224 -2.138 1.752
C -0.871 4.745 4.026
C -0.924 4.482 2.551
C -2.975 4.728 1.154
C -2.916 3.699 0.320
C -1.643 3.185 -0.225
Br -1.560 3.519 -2.151
N -1.069 1.909 0.123
C -0.327 3.444 1.992
H -1.886 4.795 4.430
H -0.382 5.702 4.229
H -0.325 3.960 4.546
H -3.947 5.086 1.477
H -3.821 3.234 -0.056
H 0.272 2.763 2.583
C -2.394 0.897 3.154
C -2.848 -0.349 2.476
N -2.304 -0.916 1.441
C -2.941 -2.095 1.106
C -3.997 -2.409 1.906
S -4.216 -1.215 3.107
C -2.457 -2.986 0.052
C -3.213 -3.972 -0.510
S -2.262 -4.913 -1.570
C -0.885 -3.909 -1.197
N -1.147 -2.969 -0.356
C 0.444 -4.205 -1.806
H -1.305 0.906 3.202
H -2.796 0.950 4.165
H -2.731 1.795 2.627
H -4.636 -3.275 1.868
H -4.261 -4.176 -0.374
H 0.435 -5.191 -2.267
H 1.221 -4.166 -1.042
H 0.685 -3.464 -2.571
Cl 0.835 1.412 4.851
C 2.192 0.751 3.929
Cl 2.622 -0.829 4.620
Cl 3.571 1.845 4.071
C 1.831 0.518 2.403
O 2.780 0.485 1.637
O 0.587 0.393 2.169
```

These are the Mulliken partial charges, in e, on atoms 1 to 99:
1 Cd 7.111
2 C -1.393
3 C 0.434
4 C -1.386
5 C -0.552
6 N 1.014
7 N 0.710
8 B -2.032
9 N -0.157
10 N 0.737
11 C -0.021
12 C -1.382
13 C 0.486
14 C -1.458
15 C -0.293
16 C -0.610
17 C -0.535
18 C -0.853
19 C 0.530
20 C 1.255
21 N -0.050
22 N -0.243
23 C -0.793
24 C -1.520
25 C 0.945
26 C -1.601
27 C 0.433
28 C 0.843
29 C -0.177
30 C -0.817
31 C -0.813
32 C -0.752
33 C 1.120
34 C -0.911
35 C -0.865
36 C -0.870
37 C -0.849
38 C 1.213
39 H 0.472
40 H 0.181
41 H 0.103
42 H 0.620
43 H -0.087
44 H 0.520
45 H 0.401
46 H 0.179
47 H 0.204
48 H 0.297
49 H 0.303
50 H 0.367
51 H 0.750
52 H -0.876
53 H 0.609
54 H 0.420
55 H 0.234
56 H 0.294
57 H 0.067
58 H 0.342
59 H 0.412
60 H 0.400
61 H 0.442
62 H 0.308
63 H 0.401
64 H 0.410
65 H 0.343
66 H -0.628
67 C -1.847
68 C 1.158
69 C -0.919
70 C -0.688
71 C 0.342
72 Br -0.134
73 N 0.143
74 C -0.855
75 H 0.417
76 H 0.408
77 H 0.190
78 H 0.429
79 H 0.414
80 H -0.294
81 C -1.021
82 C 0.028
83 N 0.546
84 C -1.111
85 C -0.439
86 S -0.267
87 C 0.144
88 C -0.660
89 S -0.290
90 C 0.178
91 N 0.556
92 C -0.459
93 H -0.118
94 H 0.735
95 H 0.212
96 H 0.478
97 H 0.482
98 H 0.645
99 H -0.142

---

No. 2
Formula: C46H42IrN5O3P2S
Source: OMol25
Level of theory: wB97M-V/def2-TZVPD

Results
2S+1   5
LUMO (spin up / spin down)   -5.00 / -8.24 eV
E_HOMO (spin up / spin down)   -12.330 / -13.480 eV
Expectation value of S²   6.074
Gap between HOMO and LUMO (spin up / spin down)   7.33 / 5.24 eV
Total charge   +2

The geometry in XYZ format:
```
100
C46H42IrN5O3P2S, DFT wB97M-V/def2-TZVPD
Ir -0.088 0.102 -0.035
O -2.315 1.041 0.763
S -1.625 2.227 1.293
O -1.941 2.642 2.620
O -0.136 1.950 1.087
C -1.922 3.498 0.142
C -2.376 4.736 0.559
C -2.589 5.722 -0.394
C -2.336 5.456 -1.729
C -1.861 4.212 -2.131
C -1.643 3.205 -1.199
P -1.109 1.532 -1.753
C -2.615 0.790 -2.442
C -3.134 1.284 -3.641
C -4.302 0.755 -4.166
C -4.965 -0.266 -3.497
C -4.468 -0.746 -2.294
C -3.300 -0.217 -1.764
C -0.034 1.932 -3.172
C 0.901 2.961 -3.027
C 1.781 3.267 -4.053
C 1.750 2.537 -5.237
C 0.830 1.511 -5.391
C -0.064 1.215 -4.368
H -2.569 4.907 1.610
H -2.955 6.695 -0.093
H -2.510 6.222 -2.474
H -1.661 4.042 -3.180
H -2.628 2.079 -4.176
H -4.698 1.145 -5.094
H -5.880 -0.674 -3.907
H -5.000 -1.520 -1.756
H -2.957 -0.552 -0.796
H 0.930 3.542 -2.111
H 2.482 4.084 -3.936
H 2.427 2.784 -6.045
H 0.787 0.956 -6.320
H -0.811 0.445 -4.524
C -1.216 -1.347 5.568
C -1.252 -2.589 4.897
C -1.061 -2.651 3.552
C -0.794 -1.430 2.805
C -0.740 -0.184 3.518
C -0.964 -0.152 4.856
N -0.647 -1.416 1.474
N -1.065 -2.630 0.928
C -1.005 -2.661 -0.384
C -1.465 -3.824 -1.057
C -1.402 -3.888 -2.425
C -0.868 -2.805 -3.120
C -0.438 -1.686 -2.416
N -0.506 -1.590 -1.095
H -1.391 -1.308 6.635
H -1.446 -3.495 5.456
H -1.100 -3.586 3.023
H -0.568 0.729 2.979
H -0.953 0.799 5.373
H -1.859 -4.627 -0.449
H -1.756 -4.761 -2.956
H -0.781 -2.817 -4.198
H -0.003 -0.842 -2.928
C 2.964 1.979 0.858
P 2.157 0.485 1.534
C 2.074 0.857 3.316
C 1.591 2.093 3.757
C 1.560 2.386 5.112
C 2.012 1.454 6.039
C 2.483 0.222 5.608
C 2.509 -0.080 4.254
C 3.387 -0.839 1.466
C 2.963 -2.150 1.278
C 3.880 -3.194 1.275
C 5.229 -2.925 1.449
C 5.662 -1.617 1.644
C 4.745 -0.578 1.659
H 3.459 2.514 1.667
H 2.220 2.639 0.411
H 3.702 1.687 0.118
H 1.230 2.824 3.044
H 1.190 3.347 5.445
H 2.002 1.692 7.095
H 2.842 -0.504 6.327
H 2.877 -1.046 3.932
H 1.903 -2.354 1.150
H 3.543 -4.214 1.137
H 5.948 -3.735 1.440
H 6.713 -1.411 1.800
H 5.090 0.434 1.841
C 4.625 0.619 -3.635
N 3.626 -0.050 -2.801
C 3.499 -1.405 -2.604
C 2.469 -1.564 -1.735
N 1.964 -0.327 -1.383
C 2.688 0.551 -2.051
H 4.997 -0.087 -4.371
H 5.457 0.973 -3.029
H 4.163 1.457 -4.151
H 4.147 -2.119 -3.083
H 2.082 -2.483 -1.329
H 2.559 1.619 -2.032
```

These are the Mulliken partial charges, in e, on atoms 1 to 99:
1 Ir 3.605
2 O -0.528
3 S 1.223
4 O -0.698
5 O -0.802
6 C 0.360
7 C -0.703
8 C -0.776
9 C -0.840
10 C -0.368
11 C -0.316
12 P 1.043
13 C 1.119
14 C -0.442
15 C -0.895
16 C -0.771
17 C -0.931
18 C -0.359
19 C 0.880
20 C -1.306
21 C -0.515
22 C -0.812
23 C -0.876
24 C -0.982
25 H 0.637
26 H 0.433
27 H 0.467
28 H 0.377
29 H 0.330
30 H 0.480
31 H 0.450
32 H 0.513
33 H 0.307
34 H 0.584
35 H 0.448
36 H 0.482
37 H 0.495
38 H 0.522
39 C -0.833
40 C -0.776
41 C -0.936
42 C 0.074
43 C 0.818
44 C -0.529
45 N 0.871
46 N -0.744
47 C -0.221
48 C -0.503
49 C -1.014
50 C -0.838
51 C -0.308
52 N 1.654
53 H 0.462
54 H 0.463
55 H 0.533
56 H -0.306
57 H 0.644
58 H 0.635
59 H 0.478
60 H 0.560
61 H 0.264
62 C -1.781
63 P 1.894
64 C 0.493
65 C -0.507
66 C -0.896
67 C -0.578
68 C -0.882
69 C -0.571
70 C 0.350
71 C -0.194
72 C -0.820
73 C -0.646
74 C -0.885
75 C -0.667
76 H 0.610
77 H 0.170
78 H 0.562
79 H 0.272
80 H 0.449
81 H 0.440
82 H 0.480
83 H 0.433
84 H 0.392
85 H 0.463
86 H 0.427
87 H 0.470
88 H 0.441
89 C -0.738
90 N 0.246
91 C -1.303
92 C -0.738
93 N 1.130
94 C -1.825
95 H 0.331
96 H 0.296
97 H 0.267
98 H 0.533
99 H 0.590

---

No. 3
Formula: C46H43AlBNO7SSi
Source: OMol25
Level of theory: wB97M-V/def2-TZVPD

Results
LUMO   3.61 eV
E_HOMO   -2.319 eV
Gap between HOMO and LUMO   5.93 eV
Total charge   -2

The geometry in XYZ format:
```
101
C46H43AlBNO7SSi, DFT wB97M-V/def2-TZVPD
Al -0.013 1.217 0.702
O -1.855 -0.844 -0.078
C -3.110 -0.191 0.096
C -2.896 1.369 0.222
O -3.868 2.100 0.235
O -1.672 1.749 0.318
C -4.000 -0.445 -1.120
C -3.527 -0.082 -2.381
C -4.268 -0.348 -3.521
C -5.507 -0.966 -3.418
C -6.003 -1.292 -2.166
C -5.256 -1.032 -1.025
C -3.697 -0.764 1.376
C -3.573 -2.136 1.592
C -4.053 -2.718 2.753
C -4.663 -1.935 3.724
C -4.800 -0.573 3.510
C -4.323 0.011 2.344
H -1.472 -0.578 -0.938
H -2.570 0.422 -2.477
H -3.870 -0.074 -4.490
H -6.083 -1.189 -4.309
H -6.977 -1.760 -2.077
H -5.659 -1.294 -0.055
H -3.074 -2.739 0.845
H -3.946 -3.786 2.906
H -5.018 -2.386 4.643
H -5.275 0.049 4.259
H -4.431 1.076 2.192
N 4.487 7.123 0.271
C 3.761 6.227 0.275
C 2.866 5.121 0.297
C 1.531 5.276 -0.094
C 0.665 4.200 -0.040
C 1.063 2.934 0.405
C 2.414 2.814 0.782
C 3.307 3.866 0.729
H 1.195 6.248 -0.437
H -0.364 4.339 -0.359
H 2.762 1.846 1.131
H 4.344 3.742 1.020
O 0.169 1.521 -8.935
C -0.276 0.479 -8.163
O -0.637 -0.521 -8.736
C -0.250 0.673 -6.715
C -0.416 -0.449 -5.886
C -0.335 -0.349 -4.519
C -0.077 0.891 -3.884
S 0.142 1.005 -2.189
C 0.015 2.026 -4.722
C -0.061 1.917 -6.089
H 0.502 2.215 -8.357
H -0.591 -1.404 -6.366
H -0.448 -1.225 -3.893
H 0.142 2.993 -4.253
H -0.012 2.831 -6.676
C -0.622 -0.402 4.175
Si -0.263 1.215 3.193
C 1.237 1.903 4.193
C -1.682 2.392 3.741
C -2.663 2.069 4.679
C -3.710 2.934 4.970
C -3.810 4.151 4.312
C -2.861 4.487 3.355
C -1.820 3.616 3.076
H -0.564 -0.265 5.258
H 0.117 -1.161 3.898
H -1.608 -0.808 3.931
H 1.069 1.905 5.274
H 1.485 2.923 3.885
H 2.111 1.277 3.987
H -2.609 1.115 5.194
H -4.449 2.659 5.716
H -4.623 4.831 4.541
H -2.945 5.428 2.822
H -1.099 3.874 2.306
C 6.650 -5.136 0.437
C 5.589 -4.578 -0.516
C 6.316 -3.906 -1.692
C 4.762 -5.761 -1.043
C 4.671 -3.558 0.156
C 4.869 -3.125 1.464
C 4.059 -2.160 2.065
C 3.037 -1.627 1.316
O 2.137 -0.657 1.611
B 1.319 -0.458 0.460
O 1.766 -1.378 -0.513
C 2.812 -2.063 0.008
C 3.609 -3.017 -0.582
H 7.253 -5.881 -0.087
H 6.190 -5.617 1.301
H 7.319 -4.348 0.786
H 6.953 -4.631 -2.207
H 6.942 -3.088 -1.330
H 5.607 -3.497 -2.411
H 5.420 -6.506 -1.498
H 4.044 -5.437 -1.796
H 4.211 -6.231 -0.227
H 5.682 -3.528 2.052
H 4.241 -1.839 3.083
H 3.413 -3.317 -1.604
```

These are the Mulliken partial charges, in e, on atoms 1 to 99:
1 Al -1.884
2 O -0.545
3 C 3.640
4 C -0.666
5 O -0.721
6 O 0.257
7 C -0.149
8 C -0.410
9 C -0.717
10 C -0.496
11 C -0.853
12 C -0.307
13 C -1.253
14 C -0.214
15 C -0.861
16 C -0.412
17 C -0.772
18 C 0.084
19 H 0.087
20 H 0.318
21 H 0.483
22 H 0.373
23 H 0.392
24 H 0.421
25 H 0.424
26 H 0.344
27 H 0.350
28 H 0.370
29 H 0.490
30 N -0.643
31 C -0.082
32 C 0.637
33 C -0.753
34 C 0.440
35 C 0.817
36 C -0.499
37 C -1.025
38 H 0.420
39 H 0.513
40 H 0.324
41 H 0.436
42 O -0.508
43 C 0.674
44 O -0.624
45 C 0.802
46 C -0.748
47 C -0.535
48 C 0.064
49 S -0.299
50 C -0.993
51 C -0.821
52 H 0.288
53 H 0.391
54 H 0.436
55 H 0.436
56 H 0.175
57 C -1.178
58 Si 1.289
59 C -1.401
60 C 0.265
61 C -0.301
62 C -0.410
63 C -0.497
64 C -0.649
65 C -0.169
66 H 0.419
67 H 0.212
68 H 0.108
69 H 0.388
70 H 0.307
71 H 0.286
72 H 0.256
73 H 0.379
74 H 0.341
75 H 0.385
76 H 0.234
77 C -2.194
78 C 2.168
79 C -1.605
80 C -1.652
81 C 0.770
82 C -0.237
83 C -1.836
84 C 0.380
85 O -0.247
86 B 1.532
87 O -0.412
88 C 0.127
89 C -1.094
90 H 0.437
91 H 0.433
92 H 0.403
93 H 0.437
94 H 0.365
95 H 0.332
96 H 0.461
97 H 0.313
98 H 0.364
99 H 0.396

---

No. 4
Formula: C46H43As2CuN2O4
Source: OMol25
Level of theory: wB97M-V/def2-TZVPD

Results
2S+1   2
LUMO (spin up / spin down)   -2.64 / -5.23 eV
E_HOMO (spin up / spin down)   -10.295 / -10.062 eV
Expectation value of S²   0.775
Gap between HOMO and LUMO (spin up / spin down)   7.66 / 4.83 eV
Total charge   +1

The geometry in XYZ format:
```
98
C46H43As2CuN2O4, DFT wB97M-V/def2-TZVPD
Cu -1.336 1.013 0.694
C -1.829 4.596 2.465
C -1.271 3.196 2.391
O -0.863 2.807 1.285
C -1.250 2.389 3.592
C -1.319 3.026 4.844
C -1.267 2.328 6.024
C -1.157 0.935 5.992
C -1.076 0.278 4.793
C -1.137 0.961 3.552
O -1.135 0.240 2.473
H -2.013 4.935 1.447
H -1.111 5.277 2.923
H -2.753 4.622 3.037
H -1.357 4.103 4.873
H -1.297 2.849 6.968
H -1.122 0.377 6.916
H -0.997 -0.800 4.755
O -5.524 4.911 -2.997
C -5.848 4.500 -1.693
C -4.883 3.445 -1.233
C -4.861 3.004 0.091
C -3.901 2.092 0.472
N -2.959 1.626 -0.358
C -3.017 1.985 -1.643
C -3.980 2.874 -2.116
C -2.004 1.527 -2.619
C -2.387 0.899 -3.804
C -1.440 0.712 -4.803
C -1.804 0.113 -6.143
O -2.197 1.102 -7.066
C -0.158 1.202 -4.570
C 0.137 1.762 -3.336
N -0.758 1.914 -2.375
H -6.051 5.681 -3.233
H -6.864 4.072 -1.648
H -5.816 5.349 -0.994
H -5.582 3.365 0.806
H -3.859 1.724 1.490
H -4.004 3.162 -3.157
H -3.402 0.566 -3.945
H -2.660 -0.558 -6.046
H -0.949 -0.456 -6.532
H -1.480 1.738 -7.172
H 0.599 1.160 -5.342
H 1.127 2.137 -3.112
C 0.228 -2.393 0.786
C -0.763 -1.844 -0.233
As -0.201 -1.514 -2.115
C 0.425 -3.336 -2.524
C -0.544 -4.185 -3.059
C -0.254 -5.504 -3.362
C 1.026 -5.993 -3.149
C 2.003 -5.154 -2.640
C 1.705 -3.838 -2.325
C 1.456 -0.533 -1.835
C 1.472 0.505 -0.911
C 2.528 1.396 -0.844
C 3.604 1.256 -1.705
C 3.607 0.226 -2.631
C 2.533 -0.644 -2.711
As 1.164 -1.036 1.909
C 3.041 -1.026 1.308
C 3.807 0.091 1.615
C 5.125 0.172 1.204
C 5.681 -0.855 0.461
C 4.927 -1.979 0.176
C 3.615 -2.069 0.605
C 1.542 -1.996 3.580
C 1.123 -3.294 3.838
C 1.523 -3.948 4.992
C 2.332 -3.305 5.913
C 2.737 -2.001 5.677
C 2.335 -1.347 4.526
H 0.976 -3.031 0.301
H -0.339 -3.004 1.496
H -1.201 -0.896 0.137
H -1.608 -2.539 -0.328
H -1.543 -3.793 -3.237
H -1.022 -6.150 -3.766
H 1.261 -7.022 -3.378
H 3.007 -5.527 -2.488
H 2.485 -3.195 -1.936
H 0.600 0.682 -0.272
H 2.491 2.216 -0.142
H 4.428 1.955 -1.669
H 4.440 0.117 -3.312
H 2.521 -1.407 -3.482
H 3.356 0.909 2.169
H 5.710 1.047 1.442
H 6.698 -0.781 0.108
H 5.359 -2.788 -0.392
H 3.052 -2.970 0.400
H 0.489 -3.821 3.137
H 1.207 -4.965 5.170
H 2.651 -3.818 6.808
H 3.371 -1.498 6.392
H 2.645 -0.321 4.353
```

Formally, the Mulliken partial charges of the atoms, in units of the elementary charge, are as follows:
1 Cu 0.320
2 C -1.862
3 C 1.241
4 O -0.444
5 C 0.543
6 C -1.012
7 C -0.802
8 C -0.732
9 C -0.501
10 C 0.729
11 O -0.662
12 H 0.357
13 H 0.475
14 H 0.457
15 H 0.450
16 H 0.419
17 H 0.458
18 H 0.506
19 O -0.503
20 C -0.621
21 C 0.497
22 C -0.954
23 C -0.483
24 N -0.184
25 C -0.138
26 C -0.517
27 C 0.343
28 C -0.411
29 C 0.694
30 C -1.160
31 O -0.510
32 C -0.392
33 C -0.991
34 N -0.155
35 H 0.315
36 H 0.313
37 H 0.385
38 H 0.520
39 H 0.559
40 H 0.581
41 H 0.584
42 H 0.372
43 H 0.377
44 H 0.353
45 H 0.485
46 H 0.700
47 C -0.915
48 C 0.336
49 As 0.152
50 C 0.384
51 C -0.804
52 C -0.755
53 C -0.529
54 C -0.848
55 C 0.319
56 C 2.294
57 C 0.630
58 C -0.508
59 C -0.849
60 C -1.055
61 C -0.869
62 As 0.631
63 C 0.620
64 C -0.346
65 C -0.894
66 C -0.612
67 C -0.674
68 C -0.602
69 C 0.671
70 C -0.304
71 C -0.783
72 C -0.491
73 C -0.846
74 C -0.406
75 H 0.404
76 H 0.551
77 H -0.580
78 H 0.803
79 H 0.367
80 H 0.406
81 H 0.386
82 H 0.442
83 H 0.306
84 H -1.081
85 H 0.404
86 H 0.432
87 H 0.454
88 H 0.606
89 H 0.464
90 H 0.431
91 H 0.419
92 H 0.458
93 H 0.443
94 H 0.297
95 H 0.420
96 H 0.397
97 H 0.427
98 H 0.401